Formula: C3H8NOP
Source: the OMol25 dataset
Level of theory: ωB97M-V with the def2-TZVPD basis set

Calculated values
* ΔE to the lowest compared entry with this formula, charge and spin: 110.4 kcal/mol
* HOMO level (spin up / spin down): -7.9 / -8.1 eV
* net charge: 0
* electronic energy: -16062.264 eV

Geometry (Å):
C: 0.45914 1.10875 0.36949
C: -1.87954 0.50098 -0.05090
C: -2.19318 -0.93536 -0.16300
N: 1.69132 0.95854 0.46819
O: 3.61897 -0.20949 -0.59381
P: 2.48473 -0.49200 0.55611
H: 0.18842 2.22764 0.47157
H: -2.21697 1.32813 -0.88059
H: -1.52760 0.89618 0.90146
H: -2.51781 -1.16016 -1.27721
H: -2.92151 -1.15942 0.59519
H: -1.21334 -1.49461 0.00997
H: 4.50332 -0.31196 -0.25099
H: 1.52404 -1.25719 -0.15546

Atoms 1-6, force components in eV/Å:
C 0.2 3.1 -0.4
C 0.9 2.9 -1.2
C 1.4 -0.4 -2.7
N -1.4 0.3 0.1
O -0.4 -0.2 -0.5
P 1.0 -1.3 0.5



Formula: C26H21MnN8O2
Source: the OMol25 dataset
Level of theory: ωB97M-V with the def2-TZVPD basis set

Calculated values
* HOMO level (spin up / spin down): -10.4 / -10.4 eV
* multiplicity: 2
* net charge: +1
* electronic energy: -74634.123 eV

Geometry (Å):
Mn: -0.07726 -0.39509 -0.43558
C: -2.66706 -3.62753 1.09067
C: -2.12374 -3.96169 2.33247
C: -0.93056 -3.39295 2.68049
C: -0.27794 -2.48469 1.81525
N: -0.85255 -2.09390 0.64316
C: -2.00656 -2.71329 0.31273
N: 0.95792 -2.10532 2.21954
C: 1.79576 -1.38197 1.56105
N: 1.58735 -0.68802 0.38410
C: 2.77704 -0.04772 0.07617
N: 3.03015 0.72932 -0.91311
C: 2.15156 1.21890 -1.81751
C: 2.70225 2.15268 -2.72643
C: 1.91789 2.78830 -3.64718
C: 0.55817 2.47229 -3.67451
C: 0.08786 1.53583 -2.79143
N: 0.83174 0.88567 -1.87104
C: 3.78472 -0.36406 1.08081
C: 5.09384 0.05369 1.24339
C: 5.77455 -0.39515 2.36489
C: 5.16395 -1.24355 3.29027
C: 3.84874 -1.65150 3.12924
C: 3.16787 -1.18915 2.01644
H: -3.58673 -4.06874 0.73436
H: -2.62006 -4.66693 2.98546
H: -0.41773 -3.62410 3.60201
H: -2.42832 -2.47427 -0.65148
H: 3.76066 2.34109 -2.62773
H: 2.33214 3.51744 -4.33056
H: -0.12182 2.94034 -4.37181
H: -0.96202 1.28974 -2.82363
H: 5.55874 0.71097 0.52119
H: 6.79488 -0.07693 2.53348
H: 5.72716 -1.57968 4.15074
H: 3.36210 -2.30542 3.84038
N: -6.15672 1.12515 -0.83723
C: -5.26960 0.56231 -1.30131
C: -4.11348 -0.06753 -1.85415
C: -4.11334 -0.68989 -3.10368
C: -2.91823 -1.21492 -3.55947
C: -1.77558 -1.08256 -2.79284
N: -1.77237 -0.49347 -1.58462
C: -2.92908 -0.02340 -1.12754
H: -5.02522 -0.75287 -3.68100
H: -2.86275 -1.71463 -4.51616
H: -0.82148 -1.45526 -3.14379
H: -2.92941 0.39704 -0.13294
N: -2.39062 3.20494 1.65759
C: -0.93576 3.39007 1.91488
C: -0.23222 2.23851 1.15340
O: 0.96450 2.22647 1.00859
O: -1.10936 1.35908 0.75327
H: -2.97332 3.21366 2.48817
H: -2.28738 2.18269 1.19350
H: -2.76581 3.86561 0.98484
H: -0.71839 3.27325 2.97374
H: -0.55906 4.35116 1.58048

Atoms 1-6, force components in eV/Å:
Mn -0.9 0.2 -0.2
C 0.0 -0.1 0.1
C 0.0 0.0 -0.1
C 0.2 0.1 -0.1
C -0.6 -0.1 -0.5
N 0.2 0.2 0.6



Formula: C18H22N2O6S
Source: the OMol25 dataset
Level of theory: ωB97M-V with the def2-TZVPD basis set

Calculated values
* ΔE to the lowest compared entry with this formula, charge and spin: 166.4 kcal/mol
* HOMO level: -8.2 eV
* net charge: 0
* SMILES string: COc1cc(OC)c(/C=C/S(=O)(=O)Cc2cnc(OC)c(N)c2)c(OC)c1
* electronic energy: -45118.206 eV

Geometry (Å):
C: -2.62852 5.34303 0.49230
O: -1.72930 5.33206 -0.61904
C: -1.39376 4.00591 -0.91755
C: -1.91727 3.48800 -2.17459
C: -1.79160 2.17296 -2.42535
O: -2.26719 1.61201 -3.59086
C: -2.70661 2.38058 -4.66032
C: -1.25817 1.26425 -1.43254
C: -1.33685 -0.22632 -1.60957
C: -0.42475 -1.15123 -1.31882
S: -1.00417 -2.81731 -1.30572
O: -2.40609 -2.87023 -1.83477
O: -0.07987 -3.59902 -2.14731
C: -0.91893 -3.49862 0.37512
C: 0.35683 -3.20277 1.08363
C: 1.43140 -4.15280 0.83021
N: 2.66687 -3.89949 1.42702
C: 2.85775 -2.84260 2.22979
O: 4.17409 -2.80743 2.74530
C: 4.90167 -4.00182 2.83466
C: 1.82521 -1.92461 2.49740
N: 1.88108 -0.79350 3.33397
C: 0.62087 -2.07805 1.85034
C: -0.63628 1.87522 -0.31768
O: -0.00988 1.05597 0.64807
C: 1.40104 1.36737 0.61164
C: -0.72352 3.16346 -0.05813
H: -2.26255 4.60413 1.24700
H: -2.72835 6.40774 0.91419
H: -3.53436 4.94190 -0.05472
H: -2.45622 4.11764 -2.91658
H: -2.78818 1.89927 -5.64139
H: -1.92021 3.12118 -4.83306
H: -3.57457 2.94517 -4.42390
H: -2.38123 -0.50639 -1.90001
H: 0.58378 -0.72023 -1.17518
H: -0.99410 -4.57394 0.29742
H: -1.74863 -3.00700 0.94172
H: 1.18938 -5.03134 0.19507
H: 4.21719 -4.75431 3.24793
H: 5.21987 -4.49975 1.86734
H: 5.70366 -3.85587 3.51257
H: 2.74153 -0.55368 3.81424
H: 1.03613 -0.34843 3.58266
H: -0.16218 -1.32501 1.96413
H: 1.90404 0.56202 1.10907
H: 1.50065 2.22551 1.22730
H: 1.88194 1.55984 -0.37993
H: -0.31163 3.59658 0.85689

Atoms 1-6, force components in eV/Å:
C -0.8 0.0 -0.4
O 1.7 -0.9 0.0
C -1.7 0.4 -2.5
C 0.3 2.8 1.5
C -0.3 -2.6 -0.2
O 0.4 -1.9 1.1



Formula: Cl2H46O23
Source: the OMol25 dataset
Level of theory: ωB97M-V with the def2-TZVPD basis set

Calculated values
* HOMO level: -3.9 eV
* net charge: -2
* electronic energy: -72892.308 eV

Geometry (Å):
Cl: 1.28364 4.16961 2.64433
Cl: 0.14722 0.05217 0.05709
O: -3.93274 3.08167 1.16515
H: -3.14612 2.83632 1.65224
H: -4.65612 2.73320 1.68622
O: -3.71728 2.28055 -1.66736
H: -3.76378 2.48537 -0.73348
H: -3.00117 2.82361 -1.99678
O: -2.77055 -3.22310 -3.18787
H: -2.00718 -2.66342 -3.04555
H: -2.88732 -3.68533 -2.35784
O: 2.02621 -1.71901 -3.52206
H: 2.67514 -1.01813 -3.58442
H: 2.31934 -2.37448 -4.15504
O: -1.61302 4.02823 -0.95885
H: -1.50044 3.98801 -0.00914
H: -1.10057 3.29190 -1.29266
O: 4.10840 2.75694 0.10816
H: 3.18800 2.88918 -0.11901
H: 4.45626 3.64107 0.22457
O: -4.04448 -0.75386 -1.39193
H: -3.33724 -0.12689 -1.24047
H: -4.25768 -0.65559 -2.31990
O: 1.88514 -0.22299 3.53481
H: 1.35773 0.27964 4.15565
H: 1.63734 0.12032 2.67635
O: 0.41743 1.93995 4.79223
H: 0.60474 2.40051 5.61017
H: 0.63334 2.57163 4.10624
O: -1.23119 -3.96609 0.99784
H: -1.19418 -3.32998 1.71213
H: -2.01697 -3.72864 0.50550
O: 0.99275 -4.14937 3.73016
H: 1.14434 -3.58602 2.97130
H: 0.34975 -3.67464 4.25685
O: 2.67767 3.70534 -2.85841
H: 2.44368 3.19275 -3.63218
H: 2.09045 3.38676 -2.17290
O: -1.83845 0.48014 4.35933
H: -2.06485 1.27629 3.87858
H: -0.91161 0.58494 4.57425
O: 1.25888 -3.03737 0.97158
H: 0.98136 -2.12561 0.88263
H: 0.48673 -3.54808 0.72830
O: -1.47755 2.21821 1.88999
H: -0.58050 2.55130 1.91407
H: -1.42919 1.43828 1.33719
O: -1.09451 -1.66494 2.48394
H: -1.15909 -1.19322 3.31433
H: -1.15859 -0.98323 1.81506
O: -0.15977 0.37519 -4.64325
H: 0.08259 -0.45568 -4.23443
H: 0.52355 0.53010 -5.29541
O: 3.12763 -1.14688 -0.98545
H: 2.51625 -0.52729 -0.58726
H: 2.59984 -1.62962 -1.62156
O: 0.18475 -4.72391 -2.68112
H: -0.33491 -3.94218 -2.86834
H: -0.46301 -5.40534 -2.50140
O: -0.57009 -1.76441 -2.56105
H: 0.31430 -1.93034 -2.88746
H: -0.43998 -1.43793 -1.67071
O: 3.99780 -2.51737 2.34014
H: 3.51527 -2.85902 1.58736
H: 4.79202 -2.13794 1.96400
O: 1.52409 2.94006 -0.38417
H: 1.05300 2.14536 -0.13363
H: 1.47301 3.50294 0.38834
O: -0.47580 2.09977 -2.53431
H: -0.41680 1.42261 -1.86036
H: -0.11689 1.68797 -3.32034

Atoms 1-6, force components in eV/Å:
Cl -0.3 -0.3 -0.1
Cl -0.2 0.0 -0.1
O -0.8 0.2 -0.3
H 1.0 -0.1 0.2
H -0.2 -0.1 0.0
O -0.5 -0.7 -0.7



Formula: C4H6KO4
Source: the OMol25 dataset
Level of theory: ωB97M-V with the def2-TZVPD basis set

Calculated values
* HOMO level: -3.8 eV
* net charge: -1
* electronic energy: -28761.744 eV

Geometry (Å):
K: -19.80518 -2.57606 -4.22627
C: -23.13272 -2.93622 -3.57494
C: -23.59719 -1.48528 -3.38023
O: -24.84149 -1.36939 -3.23373
O: -22.76568 -0.56066 -3.45223
H: -23.32803 -3.45865 -2.63845
H: -22.05891 -3.05894 -3.71637
H: -23.68683 -3.37460 -4.40493
C: -21.20856 -4.26077 0.11369
C: -21.02588 -2.86631 -0.57733
O: -20.12760 -2.77680 -1.36756
O: -21.89245 -1.98707 -0.40206
H: -20.30527 -4.86467 0.02710
H: -22.07630 -4.78090 -0.29202
H: -21.37991 -4.13612 1.18291

Atoms 1-6, force components in eV/Å:
K -0.5 0.5 1.2
C 0.1 -0.2 0.5
C -1.1 0.7 -0.3
O 0.5 -0.3 0.0
O 0.9 -0.1 -0.4
H -0.3 -0.2 -0.1



Formula: C3H5N2
Source: the OMol25 dataset
Level of theory: ωB97M-V with the def2-TZVPD basis set

Calculated values
* ΔE to the lowest compared entry with this formula, charge and spin: 10.0 kcal/mol
* HOMO level: -14.8 eV
* net charge: +1
* SMILES string: c1c[nH+]c[nH]1
* electronic energy: -6165.457 eV

Geometry (Å):
C: -0.38958 0.60168 0.96286
C: -1.14827 -0.36958 0.23458
N: -0.31919 -0.70620 -0.81375
C: 0.93331 -0.20155 -0.66370
N: 0.82873 0.66096 0.35145
H: -0.54058 1.29372 1.80917
H: -2.06778 -0.86238 0.51938
H: -0.58367 -1.38092 -1.53602
H: 1.68498 -0.23838 -1.42584
H: 1.56749 1.32133 0.66689

Atoms 1-6, force components in eV/Å:
C -1.2 -1.2 -0.7
C 2.2 2.5 1.5
N 0.5 -1.3 0.5
C -2.4 1.0 -0.4
N 1.3 0.5 0.3
H -0.4 -1.0 -0.5



Formula: C27H48ClN4O4SSbSi4Sn
Source: the OMol25 dataset
Level of theory: ωB97M-V with the def2-TZVPD basis set

Calculated values
* HOMO level: -7.0 eV
* net charge: 0
* electronic energy: -110171.517 eV

Geometry (Å):
Sn: -0.96966 1.92711 -0.62939
O: 3.15277 2.37863 3.84352
C: 3.79918 2.66976 2.73378
O: 4.96584 2.97066 2.72365
C: 3.01515 2.59107 1.46140
C: 3.55292 2.78084 0.19643
Cl: 5.11154 3.28587 -0.22019
N: 2.56557 2.58938 -0.71996
N: 1.41771 2.28862 -0.09368
C: 1.65923 2.28752 1.20395
C: 0.52246 1.97760 2.12267
O: 0.72708 1.90651 3.33903
O: -0.62488 1.79283 1.58670
C: 2.61945 2.54610 -2.14359
C: 3.72100 2.02174 -2.81010
C: 3.69514 1.92069 -4.19139
C: 2.58064 2.32737 -4.91026
C: 1.48938 2.85731 -4.24035
C: 1.51017 2.97368 -2.86071
H: 2.18492 2.17580 3.68468
H: 4.58064 1.67524 -2.25964
H: 4.54895 1.49984 -4.70560
H: 2.56326 2.23350 -5.98780
H: 0.61341 3.18614 -4.78318
H: 0.67513 3.42532 -2.34007
C: -1.88137 5.09769 1.29184
Si: -1.00773 4.61445 -0.33187
C: 0.72971 5.41488 -0.27348
C: -1.94970 5.54343 -1.70965
H: -1.86684 6.17831 1.44866
H: -1.40460 4.62640 2.15526
H: -2.92430 4.77373 1.26471
H: 0.64587 6.49792 -0.16021
H: 1.29938 5.22298 -1.18675
H: 1.31649 5.03831 0.56871
H: -2.00094 6.61021 -1.48191
H: -2.97137 5.16694 -1.79626
H: -1.46696 5.43095 -2.68320
C: -4.81091 -1.02572 -0.32805
N: -4.30846 -0.44114 0.89408
C: -4.25311 -1.04865 2.13439
C: -3.64340 -0.18828 2.97389
N: -3.34873 0.94180 2.24494
C: -3.74967 0.78662 0.96746
S: -3.73338 1.92514 -0.28490
H: -4.95483 -2.09234 -0.17735
H: -4.08909 -0.86800 -1.12818
H: -5.75270 -0.56133 -0.62055
H: -4.65304 -2.03143 2.30927
H: -3.42090 -0.27466 4.02125
H: -2.70570 1.67280 2.51573
C: -2.40698 -4.44814 -1.81732
Si: -1.61128 -4.42517 -0.09738
C: -3.01066 -4.68111 1.16005
C: -0.48305 -5.93980 0.01388
Sb: -0.69828 -2.02899 0.20912
Si: 1.08876 -2.26271 -1.63382
C: 0.25234 -1.60403 -3.19835
C: 2.57073 -1.16491 -1.23427
C: 1.78763 -3.98256 -2.01640
Si: 0.70772 -2.29136 2.36160
C: 1.13800 -4.08234 2.79376
C: 2.30664 -1.29560 2.25225
C: -0.39867 -1.59851 3.72256
H: -3.04197 -5.32790 -1.94539
H: -1.64606 -4.46983 -2.60093
H: -3.02354 -3.56174 -1.98200
H: -3.34164 -5.72195 1.16093
H: -3.87543 -4.06097 0.91495
H: -2.69341 -4.42924 2.17467
H: -1.07219 -6.84929 -0.12498
H: 0.01382 -6.00657 0.98255
H: 0.28658 -5.91744 -0.75822
H: -0.20346 -0.63042 -3.00127
H: -0.53728 -2.27941 -3.53608
H: 0.96693 -1.48302 -4.01642
H: 2.24154 -0.21801 -0.80728
H: 3.14191 -0.94974 -2.13833
H: 3.23516 -1.64059 -0.51075
H: 1.04568 -4.62484 -2.49448
H: 2.13214 -4.48340 -1.10931
H: 2.64105 -3.89449 -2.69255
H: 1.70647 -4.55833 1.99254
H: 0.23251 -4.66897 2.96242
H: 1.74245 -4.12457 3.70291
H: 3.12530 -1.89292 1.84851
H: 2.60887 -0.92396 3.23404
H: 2.17636 -0.42939 1.60354
H: -1.35912 -2.11741 3.74918
H: -0.58668 -0.53782 3.54340
H: 0.07043 -1.69271 4.70489

Atoms 1-6, force components in eV/Å:
Sn 0.0 0.2 -0.3
O 0.3 0.1 0.1
C 0.0 0.0 0.1
O 0.0 0.0 0.0
C 0.1 0.0 -0.2
C -0.2 0.1 0.3



Formula: C21H25N3O7S
Source: the OMol25 dataset
Level of theory: ωB97M-V with the def2-TZVPD basis set

Calculated values
* ΔE to the lowest compared entry with this formula, charge and spin: 35.8 kcal/mol
* HOMO level: -8.8 eV
* net charge: 0
* SMILES string: CCOc1ncccc1C(=O)OCC(=O)Nc1cc(S(=O)(=O)N2CCOCC2)ccc1C
* electronic energy: -51820.998 eV

Geometry (Å):
C: -5.01799 -1.37906 0.17386
C: -4.66017 -0.27739 -0.81440
O: -3.81390 0.73115 -0.26214
C: -4.38136 1.63191 0.54456
N: -5.64049 1.45110 0.91214
C: -6.20326 2.29750 1.75739
C: -5.53527 3.37404 2.31405
C: -4.23073 3.59691 1.90875
C: -3.62821 2.74061 0.99173
C: -2.27191 3.09407 0.52313
O: -1.56523 3.90332 1.06799
O: -1.92642 2.45280 -0.61085
C: -0.67260 2.78758 -1.18162
C: 0.44147 1.78843 -0.85539
O: 1.57445 1.97509 -1.23227
N: 0.00696 0.71349 -0.15281
C: 0.79195 -0.34432 0.31679
C: 2.14792 -0.16671 0.57133
C: 2.90429 -1.23628 1.00166
S: 4.66753 -1.00096 1.25427
O: 4.88514 0.33506 1.71801
O: 5.14438 -2.10480 2.03572
N: 5.39577 -1.12430 -0.22901
C: 5.30185 -0.02666 -1.16438
C: 4.21931 -0.27819 -2.21982
O: 4.38666 -1.54061 -2.83653
C: 4.34560 -2.58605 -1.89170
C: 5.45810 -2.42504 -0.85018
C: 2.34001 -2.47663 1.21760
C: 0.98248 -2.64184 0.99571
C: 0.19444 -1.59446 0.53972
C: -1.27152 -1.79073 0.29561
H: -5.60688 -2.13510 -0.33744
H: -5.60436 -0.96762 0.99006
H: -4.12261 -1.84446 0.57561
H: -5.57447 0.19342 -1.18756
H: -4.08552 -0.67963 -1.65228
H: -7.23673 2.08401 1.99548
H: -6.02154 4.02496 3.02139
H: -3.65918 4.43838 2.27130
H: -0.80740 2.82095 -2.26589
H: -0.34907 3.77336 -0.82694
H: -0.99562 0.63120 -0.03229
H: 2.61392 0.79573 0.44604
H: 5.09182 0.87506 -0.59150
H: 6.27467 0.07729 -1.65887
H: 4.28956 0.45975 -3.01964
H: 3.22139 -0.21585 -1.76480
H: 4.47748 -3.50996 -2.45779
H: 3.36347 -2.60098 -1.39218
H: 5.37976 -3.16845 -0.05795
H: 6.43151 -2.52284 -1.34433
H: 2.96179 -3.28296 1.57083
H: 0.52651 -3.60456 1.17331
H: -1.53022 -1.54687 -0.73438
H: -1.85780 -1.14981 0.95525
H: -1.54972 -2.82405 0.48568

Atoms 1-6, force components in eV/Å:
C 0.1 0.3 -0.1
C -0.4 -0.5 -0.1
O 0.1 0.0 0.1
C -0.2 0.4 0.3
N 0.2 -0.3 -0.4
C 0.1 0.2 0.2



The lowest electronic energy belongs to which entry?
C27H48ClN4O4SSbSi4Sn



Copy entry 1 word for word.
Formula: C3H8NOP
Source: the OMol25 dataset
Level of theory: ωB97M-V with the def2-TZVPD basis set

Calculated values
* ΔE to the lowest compared entry with this formula, charge and spin: 110.4 kcal/mol
* HOMO level (spin up / spin down): -7.9 / -8.1 eV
* net charge: 0
* electronic energy: -16062.264 eV

Geometry (Å):
C: 0.45914 1.10875 0.36949
C: -1.87954 0.50098 -0.05090
C: -2.19318 -0.93536 -0.16300
N: 1.69132 0.95854 0.46819
O: 3.61897 -0.20949 -0.59381
P: 2.48473 -0.49200 0.55611
H: 0.18842 2.22764 0.47157
H: -2.21697 1.32813 -0.88059
H: -1.52760 0.89618 0.90146
H: -2.51781 -1.16016 -1.27721
H: -2.92151 -1.15942 0.59519
H: -1.21334 -1.49461 0.00997
H: 4.50332 -0.31196 -0.25099
H: 1.52404 -1.25719 -0.15546

Atoms 1-6, force components in eV/Å:
C 0.2 3.1 -0.4
C 0.9 2.9 -1.2
C 1.4 -0.4 -2.7
N -1.4 0.3 0.1
O -0.4 -0.2 -0.5
P 1.0 -1.3 0.5